Entry 1:
Formula: C26H43N3P2Y
Source: the Open Molecules 2025 dataset
Level of theory: wB97M-V/def2-TZVPD

Structure (XYZ):
```
75
Properties=species:S:1:pos:R:3
Y -0.42158 -2.25564 0.94708
C -1.23160 -3.60127 2.83775
C -2.15593 -2.53225 2.82008
C -2.33646 -3.62828 0.79087
C -1.35539 -4.31084 1.56610
C -2.83820 -2.53286 1.57892
C -0.40230 -4.04565 4.01659
H -0.12911 -3.20625 4.66238
H 0.51598 -4.54542 3.71525
H -0.98474 -4.78232 4.58440
C -0.51661 -5.45893 1.07117
H 0.31386 -5.68599 1.73424
H -0.09690 -5.29467 0.07010
H -1.15646 -6.34572 1.08182
C -2.75754 -4.00668 -0.61665
H -3.45721 -4.83523 -0.47442
H -1.90912 -4.33913 -1.22271
H -3.26689 -3.17855 -1.11549
C -3.97473 -1.61349 1.15646
H -4.90744 -2.09955 1.47187
H -4.00953 -1.46450 0.06852
H -3.91637 -0.63376 1.64664
C -2.48907 -1.63594 4.01095
H -3.36653 -2.09014 4.48117
H -2.74409 -0.61769 3.70165
H -1.66848 -1.60639 4.73256
C 1.73433 -1.41884 1.32045
C 1.22160 -1.45164 2.57486
C 0.74848 -0.26636 3.35826
C -0.07616 0.76092 2.52644
C -1.02693 0.23537 1.47639
C -0.73660 0.08512 0.17671
C 0.65438 0.27421 -0.41774
C 1.86784 -0.21701 0.42539
H 1.68566 0.17935 3.71610
H 0.60811 1.44760 2.01924
H 0.18622 -0.58374 4.24765
H 2.21382 0.55615 1.09941
H 2.07507 -2.34947 0.82730
H 1.29086 -2.36150 3.17328
H 2.68641 -0.46901 -0.25615
H 0.71746 -0.16059 -1.42779
H -1.53296 -0.16468 -0.56308
H 0.73735 1.36559 -0.53772
H -0.66959 1.35559 3.23160
H -2.07800 0.15413 1.80647
P 1.82276 3.74930 -2.72619
P -0.35308 4.78717 -4.81745
C 2.16779 5.36429 -3.61841
C 1.37377 5.51394 -4.92403
H 3.24731 5.38200 -3.83154
H 1.94255 6.19227 -2.92892
H 1.25786 6.57871 -5.17793
H 1.89900 5.01838 -5.75490
C -0.85453 4.94030 -6.58145
H -1.92832 4.72976 -6.65929
H -0.31716 4.19553 -7.18097
H -0.65171 5.94392 -6.97966
C -1.21782 6.27441 -4.13152
H -1.00314 7.17622 -4.72351
H -0.90711 6.43711 -3.09091
H -2.29869 6.08475 -4.14055
C 3.48481 2.96797 -2.92056
H 3.51846 2.05073 -2.31808
H 4.28701 3.64769 -2.59811
H 3.64048 2.69622 -3.97330
C 1.95844 4.32596 -0.98119
H 1.08568 4.94175 -0.72767
H 2.87589 4.91063 -0.82200
H 1.96499 3.44873 -0.31991
N 1.47849 -3.98492 1.66268
C 2.35902 -4.64155 2.16589
N 3.15758 -5.47451 2.72488
C 2.68383 -6.48753 3.35758
N 2.28096 -7.39332 3.92266
```

Properties
* LUMO: -4.39 eV
* electronic energy: -51741.4537 eV
* Kohn-Sham gap: 5.3322 eV
* total charge: +1

These are the Löwdin partial charges, in e, on atoms 1 to 5: atom 1 (Y): 1.612, atom 2 (C): -0.270, atom 3 (C): -0.271, atom 4 (C): -0.326, atom 5 (C): -0.303

=====

Entry 2:
Formula: C26H44BrCaN3P2S
Source: the Open Molecules 2025 dataset
Level of theory: wB97M-V/def2-TZVPD

Structure (XYZ):
```
78
Properties=species:S:1:pos:R:3
N -7.15808 5.53095 -5.16550
C -6.95078 6.12102 -3.98445
C -6.09606 5.58830 -3.00457
C -5.42093 4.37226 -3.26473
C -5.71602 3.72905 -4.49538
C -6.56086 4.36402 -5.41433
C -4.43969 3.79886 -2.35015
Ca 0.14480 1.18718 1.78946
P 6.00479 -0.83757 0.41064
C -3.60984 2.78039 -2.71897
C -2.68043 2.10527 -1.84855
C -1.55593 1.44410 -2.39467
C -0.63423 0.78984 -1.56125
C -0.99006 0.66593 -0.23555
C -1.98563 1.41381 0.37866
C -2.87677 2.12311 -0.45275
Br 1.73860 -0.95150 2.22273
H -4.34283 4.27007 -1.36066
H -3.57681 2.45781 -3.76285
H -5.96686 6.12519 -2.06400
H -5.31654 2.75141 -4.75388
H -7.47402 7.06573 -3.80490
H -6.75503 3.91147 -6.39143
H -1.39776 1.48014 -3.47643
H -3.72986 2.67076 -0.03345
H 0.29001 0.36018 -1.96574
H -2.16040 1.43461 1.47332
P -0.62187 -1.78232 0.65266
C 5.37766 0.86800 0.67459
C 6.46498 1.86112 0.25001
H 5.13036 0.97473 1.74052
H 4.45629 0.99638 0.08937
H 6.25413 2.85918 0.64607
H 7.44797 1.54899 0.62543
H 6.52865 1.94086 -0.84168
C 5.20205 -1.27074 -1.18749
C 5.90302 -2.45347 -1.85638
H 5.26451 -0.37786 -1.82556
H 4.14040 -1.48304 -0.99714
H 5.58818 -2.54318 -2.90075
H 6.99062 -2.32527 -1.84514
H 5.66611 -3.39763 -1.35503
C 5.05420 -1.83549 1.61249
C 5.78544 -2.02054 2.94152
H 4.84820 -2.81183 1.14202
H 4.08342 -1.32662 1.76642
H 5.20866 -2.68737 3.59037
H 6.77404 -2.46926 2.79307
H 5.91088 -1.06689 3.46664
C -0.55711 -3.27741 1.79079
C -1.60881 -4.38272 1.72340
H -0.53877 -2.85086 2.80526
H 0.43910 -3.71689 1.63183
H -2.58180 -4.05778 2.10945
H -1.74296 -4.79187 0.71504
H -1.27294 -5.21106 2.36272
C 0.49689 -2.42658 -0.68767
C -0.01313 -2.40698 -2.12336
H 0.75700 -3.45336 -0.38723
H 1.41594 -1.83067 -0.58413
H -0.80182 -3.15345 -2.28534
H -0.39699 -1.42693 -2.42244
H 0.82072 -2.64375 -2.79850
C -2.27184 -1.98868 -0.13509
C -3.41766 -1.60837 0.79803
H -2.33977 -3.02093 -0.50379
H -2.25413 -1.31911 -1.00223
H -4.14198 -0.99029 0.25273
H -3.94643 -2.50177 1.15181
H -3.10214 -1.02976 1.67853
N -0.51810 -1.07535 5.86880
C -0.35642 0.10394 5.25964
N 0.64963 0.90439 5.69267
S -1.39338 0.61046 4.00490
H 0.07576 -1.40169 6.62611
H -1.26787 -1.67618 5.55298
H 0.62816 1.84484 5.30810
H 1.00021 0.82868 6.64439
```

Properties
* LUMO (spin up / spin down): -8.65 / -8.82 eV
* electronic energy: -150025.4374 eV
* Kohn-Sham gap (spin up / spin down): 3.1873 / 2.9435 eV
* total charge: +2
* ΔE to the lowest compared entry with this formula, charge and spin: 79.4 kcal per mole

These are the Löwdin partial charges, in e, on atoms 1 to 5: atom 1 (N): 0.070, atom 2 (C): -0.117, atom 3 (C): -0.005, atom 4 (C): -0.212, atom 5 (C): -0.012